Here is CH2N2O2 in the gas phase at a distorted geometry from the OMol25 dataset. Energies are from ωB97M-V/def2-TZVPD.

Structure (ORCA input):
```
! wB97M-V def2-TZVPD RIJCOSX def2/J DEFGRID3
* xyz 0 1
O 0.18 -1.75 -0.27
N 1.01 0.36 -0.22
H 0.69 -0.83 1.43
H -1.61 0.46 -0.37
N 0.28 1.27 -0.59
O -1.01 1.29 -0.33
C 0.47 -0.80 0.34
*
```

Computed properties:
Energy above the lowest of the compared OMol25 structures with the same formula, charge and spin in kJ/mol: 420.3
Lowest unoccupied orbital energy in hartree: 0.0100
M in g mol⁻¹: 74.04
Orbital gap in eV: 10.63
Largest force on an atom in eV Å⁻¹: 3.64
HOMO energy in hartree: -0.380
Energy in Eh: -299.17677

=====

Here is a molecular structure, C8H8N4O4 at a distorted geometry from the OMol25 dataset. Energies are from ωB97M-V/def2-TZVPD.

Structure (ORCA input):
```
! wB97M-V def2-TZVPD RIJCOSX def2/J DEFGRID3
* xyz 0 1
N 1.80 -0.53 0.08
H -5.26 -0.92 -0.45
O -0.85 -1.37 0.00
C -4.18 -0.65 -0.08
H -3.09 -2.69 -0.19
C 4.01 -0.83 0.02
O -3.09 2.69 -0.02
C 2.75 -1.38 0.09
N -4.09 0.65 -0.05
C -3.11 -1.55 -0.15
N -1.75 0.63 0.62
O 5.37 1.03 0.02
H 3.42 2.27 0.10
O 0.96 1.64 -0.09
H 2.49 -2.34 0.43
C -1.88 -0.66 0.06
H -4.91 1.15 -0.91
H 4.82 -1.50 -0.10
H -0.73 1.03 0.77
C -2.87 1.41 0.13
N 3.13 1.30 -0.14
H 0.79 -0.74 0.05
C 4.32 0.48 -0.09
C 1.96 0.85 -0.11
*
```

Computed properties:
Energy above the lowest of the compared OMol25 structures with the same formula, charge and spin in kJ/mol: 527.4
Lowest unoccupied orbital energy in hartree: -0.0087
M in g mol⁻¹: 224.18
Orbital gap in eV: 8.90
Largest force on an atom in eV Å⁻¹: 6.87
HOMO energy in hartree: -0.336
Energy in Eh: -829.55952

=====

Here is C9H14N2O7 in the gas phase at a distorted geometry from the OMol25 dataset. Energies are from ωB97M-V/def2-TZVPD.

Structure (ORCA input):
```
! wB97M-V def2-TZVPD RIJCOSX def2/J DEFGRID3
* xyz 0 1
C -1.92 2.23 1.00
H -0.33 1.88 2.48
O -1.42 2.42 -1.29
C 0.40 -1.83 0.66
O 2.66 -2.31 1.35
C -0.13 -1.98 -1.85
O 0.60 0.04 -2.72
C 1.62 -1.80 1.65
N 0.41 3.01 0.95
H 0.78 0.22 -1.80
H -1.36 1.88 -2.12
H -2.53 1.88 1.84
H 2.31 -1.35 3.33
H -1.83 3.31 1.11
O 1.30 0.65 0.32
C 0.99 -2.04 -0.75
H 1.87 -1.31 -0.91
C 0.21 0.60 0.86
H -0.31 -3.03 -1.95
N -0.36 -0.63 0.86
O -2.61 0.55 -0.57
H -0.13 -2.72 1.08
O -0.06 -1.44 -4.25
C -2.14 1.67 -0.37
H -1.32 -0.67 0.95
O 1.45 -1.27 2.87
H -1.02 -1.53 -1.42
H 1.28 -3.05 -0.74
C 0.14 -1.14 -3.15
H 1.35 2.84 1.25
H 0.51 3.01 -0.05
C -0.40 1.91 1.37
*
```

Computed properties:
Energy above the lowest of the compared OMol25 structures with the same formula, charge and spin in kJ/mol: 187.2
Lowest unoccupied orbital energy in hartree: 0.0138
M in g mol⁻¹: 262.22
Orbital gap in eV: 10.55
Largest force on an atom in eV Å⁻¹: 6.16
HOMO energy in hartree: -0.374
Energy in Eh: -987.57540

=====

Here is CH5N3 in the gas phase at a distorted geometry from the OMol25 dataset. Energies are from ωB97M-V/def2-TZVPD.

Structure (ORCA input):
```
! wB97M-V def2-TZVPD RIJCOSX def2/J DEFGRID3
* xyz 0 1
H -0.76 -0.02 -1.45
H -1.27 -0.58 0.94
N -0.16 -0.67 2.45
C 0.22 0.30 -0.95
N -0.27 -0.40 1.22
H 0.40 1.35 -1.27
N 0.57 0.20 0.47
H 0.98 -0.45 -1.27
H 0.71 -0.16 2.77
*
```

Computed properties:
Energy above the lowest of the compared OMol25 structures with the same formula, charge and spin in kJ/mol: 375.1
Lowest unoccupied orbital energy in hartree: 0.0387
M in g mol⁻¹: 59.07
Orbital gap in eV: 9.58
Largest force on an atom in eV Å⁻¹: 1.91
HOMO energy in hartree: -0.313
Energy in Eh: -205.24824

=====

Here is a molecular structure, C21H31N3O at a distorted geometry from the OMol25 dataset. Energies are from ωB97M-V/def2-TZVPD.

Structure (ORCA input):
```
! wB97M-V def2-TZVPD RIJCOSX def2/J DEFGRID3
* xyz 0 1
H 6.53 -2.73 1.27
N 3.26 -0.02 -1.80
H 4.74 -1.83 -1.15
C 4.59 -1.19 -0.39
H -3.06 -2.26 1.54
H -1.73 -0.21 2.89
H 6.80 -0.67 -2.10
H 0.28 1.18 2.60
C -4.90 -0.11 0.00
C -6.84 -0.62 -1.78
H -6.48 1.27 -2.37
O -2.21 -2.26 1.10
N 2.41 1.24 -1.38
H 7.73 0.51 -0.94
C -2.22 1.42 -0.51
N 0.04 1.98 0.62
H -2.68 0.93 -1.13
C 6.66 -0.02 -1.11
H 7.93 -1.63 0.42
H 6.07 0.78 -1.45
H -0.63 2.14 -1.26
C -6.19 -1.81 -0.85
C 6.94 -2.11 0.32
H -3.93 -0.61 2.14
H -5.16 -2.24 0.70
C -2.52 0.24 0.98
C 1.26 2.32 0.56
C -5.52 -1.35 0.24
H -4.99 1.78 -0.51
H -1.09 -1.36 -0.11
H -2.78 -1.50 -0.59
C -3.90 0.43 1.29
C -1.63 0.52 1.94
H 6.00 -0.28 0.83
H -2.72 2.16 0.19
H 7.06 -2.66 -0.72
H 1.85 2.78 1.34
C 3.56 -0.19 -0.62
H -6.67 -2.89 -1.10
C -0.65 1.52 -0.55
H 1.25 3.27 -0.25
H 3.24 0.13 1.63
C -0.16 0.84 1.77
C 2.23 1.35 -0.21
C -5.40 0.89 -0.42
H -4.13 1.32 1.52
H 0.37 -0.08 1.23
C 6.08 -1.04 -0.20
H 4.44 -2.16 0.49
C 2.99 0.40 0.65
H -1.99 1.53 2.57
H -0.24 0.76 -1.04
C -2.09 -1.10 0.21
H 2.01 1.57 -2.07
C -6.30 0.60 -1.69
H -7.52 -0.93 -2.74
*
```

Computed properties:
Energy above the lowest of the compared OMol25 structures with the same formula, charge and spin in kJ/mol: 2277.7
Lowest unoccupied orbital energy in hartree: 0.0224
M in g mol⁻¹: 341.50
Orbital gap in eV: 8.88
Largest force on an atom in eV Å⁻¹: 15.08
HOMO energy in hartree: -0.304
Energy in Eh: -1057.49904

=====

Here is a molecular structure, C5H10O at a distorted geometry from the OMol25 dataset. Energies are from ωB97M-V/def2-TZVPD.

Structure (ORCA input):
```
! wB97M-V def2-TZVPD RIJCOSX def2/J DEFGRID3
* xyz 0 1
H 1.42 1.04 1.32
H 1.60 -1.46 0.39
O -0.59 -0.83 1.60
C -0.27 -1.04 -0.73
C 1.08 0.67 0.34
H -0.78 -2.00 -0.56
H -0.65 1.98 0.59
H -1.76 0.39 -1.46
C -0.21 1.34 -0.18
C -1.17 0.19 -0.57
H -1.86 0.01 0.26
H 0.30 -1.23 1.77
C 0.70 -0.78 0.36
H 0.02 1.96 -1.05
H 1.92 0.83 -0.36
H 0.24 -1.07 -1.70
*
```

Computed properties:
Energy above the lowest of the compared OMol25 structures with the same formula, charge and spin in kJ/mol: 269.6
Lowest unoccupied orbital energy in hartree: 0.0350
M in g mol⁻¹: 86.13
Orbital gap in eV: 11.22
Largest force on an atom in eV Å⁻¹: 4.69
HOMO energy in hartree: -0.377
Energy in Eh: -271.64993

=====

Here is C4H4S in the gas phase at a distorted geometry from the OMol25 dataset. Energies are from ωB97M-V/def2-TZVPD.

Structure (ORCA input):
```
! wB97M-V def2-TZVPD RIJCOSX def2/J DEFGRID3
* xyz 0 3
H -1.64 1.01 -0.07
H -0.75 0.83 -1.76
H 1.40 -0.93 1.53
S 1.25 -0.74 -1.29
C -0.76 0.55 -0.67
C -0.38 -0.94 -0.60
H -0.24 0.14 1.77
C 0.57 0.31 -0.07
C 0.54 -0.22 1.16
*
```

Computed properties:
Expectation value of S²: 2.019
Energy above the lowest of the compared OMol25 structures with the same formula, charge and spin in kJ/mol: 262.9
Lowest unoccupied orbital energy (alpha / beta) in hartree: 0.0331 / -0.0862
M in g mol⁻¹: 84.14
Orbital gap (alpha / beta) in eV: 6.74 / 7.21
Largest force on an atom in eV Å⁻¹: 8.37
HOMO energy (alpha / beta) in hartree: -0.214 / -0.351
Energy in Eh: -552.70233

=====

Here is a molecular structure, BrCuPt at a distorted geometry from the OMol25 dataset. Energies are from ωB97M-V/def2-TZVPD.

Structure (ORCA input):
```
! wB97M-V def2-TZVPD RIJCOSX def2/J DEFGRID3
* xyz 2 3
Cu -9.39 -12.22 -4.02
Br -9.44 -14.05 -1.90
Pt -10.35 -16.52 -2.60
*
```

Computed properties:
Expectation value of S²: 2.009
Energy above the lowest of the compared OMol25 structures with the same formula, charge and spin in kJ/mol: 48.4
Lowest unoccupied orbital energy (alpha / beta) in hartree: -0.4246 / -0.5213
M in g mol⁻¹: 338.53
Orbital gap (alpha / beta) in eV: 9.29 / 6.38
Largest force on an atom in eV Å⁻¹: 1.57
HOMO energy (alpha / beta) in hartree: -0.766 / -0.756
Energy in Eh: -4332.89572

=====

Here is 2 unconnected molecules or ions with the total composition C4H5NOS at a distorted geometry from the OMol25 dataset. Energies are from ωB97M-V/def2-TZVPD.

Structure (ORCA input):
```
! wB97M-V def2-TZVPD RIJCOSX def2/J DEFGRID3
* xyz 0 1
C -0.41 0.41 0.92
H 2.20 -0.17 -1.93
O 2.48 -2.25 0.47
C 3.70 -0.12 -0.17
H 0.60 0.77 1.01
H -1.94 -0.63 -0.17
S 4.84 0.94 0.23
H -0.94 0.59 1.89
N 2.64 -0.40 -1.05
C -0.83 -0.25 -0.14
C 2.82 -1.23 0.03
H -0.23 -0.52 -1.00
*
```

Computed properties:
Energy above the lowest of the compared OMol25 structures with the same formula, charge and spin in kJ/mol: 342.1
Lowest unoccupied orbital energy (alpha / beta) in hartree: -0.0148 / -0.0148
M in g mol⁻¹: 115.16
Orbital gap (alpha / beta) in eV: 8.91 / 8.91
Largest force on an atom in eV Å⁻¹: 3.11
HOMO energy (alpha / beta) in hartree: -0.342 / -0.342
Energy in Eh: -683.47760

=====

Here is C8H8ClN3OS in the gas phase at a distorted geometry from the OMol25 dataset. Energies are from ωB97M-V/def2-TZVPD.

Structure (ORCA input):
```
! wB97M-V def2-TZVPD RIJCOSX def2/J DEFGRID3
* xyz 0 1
H 2.73 1.78 0.07
H -0.74 2.14 0.70
C 2.03 1.16 -0.56
H 0.47 -1.62 0.78
C 2.07 0.25 -2.70
O -1.52 -0.20 3.69
C -0.40 -1.53 1.25
Cl 2.97 -0.29 -4.06
H 0.08 -0.40 -3.54
C 0.63 0.01 -2.68
N 2.68 0.77 -1.68
H -0.21 -1.67 2.38
N -3.80 -2.23 0.81
C -0.02 0.43 -1.53
C -0.07 1.22 0.82
N -2.12 0.25 2.72
H -1.14 0.31 -1.37
C 0.70 0.83 -0.33
S -1.47 -0.07 1.03
C -3.13 -1.47 1.32
H -0.73 -2.48 0.91
H 0.67 1.28 1.74
*
```

Computed properties:
Energy above the lowest of the compared OMol25 structures with the same formula, charge and spin in kJ/mol: 284.0
Lowest unoccupied orbital energy in hartree: -0.0581
M in g mol⁻¹: 229.69
Orbital gap in eV: 7.78
Largest force on an atom in eV Å⁻¹: 4.87
HOMO energy in hartree: -0.344
Energy in Eh: -1407.28297